The following is a DFT calculation (ωB97M-V with the def2-TZVPD basis set) of an isolated ion of composition C3H7FNO2 and charge +1.

```
14
Properties=species:S:1:pos:R:3:forces:R:3:lowdin_charge:R:1
C -1.1026 0.9768 -0.2442 -0.15 0.17 -0.07 0.08
N -0.5472 -0.2560 0.4300 -0.03 0.02 -0.04 -0.14
O -0.8546 -1.4108 -0.3146 0.01 -0.10 0.07 0.08
C 0.9380 -0.2250 0.6339 0.39 -0.02 0.17 0.02
C 1.6672 -0.1730 -0.7128 -0.86 0.21 0.05 -0.44
O 1.8367 -1.0779 -1.4313 0.35 -0.33 -0.12 0.25
F 1.9635 1.0900 -1.0341 0.24 0.13 0.05 0.13
H -1.7697 0.6383 -1.0351 0.09 0.02 0.09 0.12
H -1.6549 1.5595 0.4933 0.11 -0.06 -0.05 0.12
H -0.2847 1.5642 -0.6574 -0.11 -0.08 0.02 0.10
H -0.9725 -0.3396 1.3570 0.08 -0.02 -0.04 0.20
H -1.5983 -1.8584 0.1248 0.02 0.06 -0.08 0.16
H 1.2233 -1.1430 1.1487 -0.11 0.09 -0.02 0.16
H 1.1557 0.6550 1.2418 -0.02 -0.09 -0.05 0.16
```
Positions in Å, forces in eV/Å.

- lowest unoccupied orbital energy (Eh) = -0.1594
- energy above the lowest of the compared OMol25 structures with the same formula, charge and spin (kJ/mol) = 74.4
- HOMO (Ha) = -0.594
- gap between HOMO and LUMO (eV) = 11.8
- SMILES = C[N@@H+](O)CC(=O)F
- strongest force on any atom (Eh/bohr) = 0.01732
- charge = +1